Molecular formula: C59H49CsF5N9O6STe
Method: DFT, ωB97M-V with the def2-TZVPD basis set

The geometry in XYZ format:
```
131
Properties=species:S:1:pos:R:3:lowdin_charge:R:1
Cs -0.147 0.011 0.375 1.4132
F -3.073 3.373 5.704 0.0816
C -2.060 2.705 5.110 -0.1639
C -2.297 1.872 4.038 -0.1766
F -3.560 1.699 3.607 0.0987
C -1.251 1.198 3.438 -0.2798
F -1.560 0.401 2.399 -0.1878
C 0.082 1.303 3.856 -0.5871
S 1.406 0.419 3.137 0.5065
C 0.269 2.169 4.941 -0.2552
F 1.498 2.361 5.453 0.0555
C -0.763 2.853 5.556 -0.1562
F -0.517 3.667 6.603 0.0862
N -2.029 -4.664 2.038 0.1784
C -3.249 -4.326 1.570 -0.4384
N -4.332 -4.909 2.105 0.1635
C -5.472 -4.526 1.532 -0.4714
N -6.622 -5.109 2.008 0.1190
N -5.621 -3.656 0.532 0.1617
C -4.463 -3.143 0.101 -0.2735
N -3.269 -3.436 0.569 0.1746
C -4.491 -2.153 -1.031 -0.2170
C -5.669 -1.793 -1.674 -0.0286
C -5.601 -0.802 -2.644 -0.0788
C -4.378 -0.217 -2.932 -0.0451
C -3.249 -0.680 -2.262 -0.1146
N -3.315 -1.635 -1.342 0.0909
H -2.010 -5.164 2.909 0.0934
H -1.268 -4.015 1.853 0.0604
H -6.541 -5.518 2.923 0.0817
H -7.466 -4.598 1.810 0.0829
H -6.599 -2.270 -1.401 0.0950
H -6.500 -0.484 -3.159 0.0959
H -4.280 0.583 -3.654 0.1037
H -2.260 -0.265 -2.454 0.0867
O 1.419 -1.810 8.446 0.0541
N 2.280 -1.810 7.581 -0.3289
O 3.469 -1.663 7.794 0.0607
C 1.845 -2.086 6.178 -0.0717
C 2.809 -2.492 5.345 0.0584
C 2.491 -2.906 4.010 -0.1584
C 3.482 -3.333 3.116 -0.0107
C 3.119 -3.735 1.862 -0.0328
C 1.753 -3.704 1.522 -0.1169
N 0.813 -3.304 2.348 0.1375
C 1.162 -2.910 3.586 -0.1816
C 0.124 -2.422 4.496 -0.1690
N -1.135 -2.405 4.023 0.1475
C -2.077 -1.881 4.769 -0.1240
C -1.833 -1.320 6.031 -0.0454
C -0.567 -1.377 6.543 -0.0011
C 0.458 -1.976 5.785 -0.0798
H 3.831 -2.531 5.693 0.1283
H 4.521 -3.318 3.425 0.1171
H 3.851 -4.049 1.130 0.1031
H 1.418 -3.965 0.523 0.0546
H -3.079 -1.874 4.349 0.1145
H -2.633 -0.840 6.578 0.1053
H -0.353 -0.958 7.513 0.1038
C 4.586 3.112 -0.577 0.0179
C 3.402 3.311 -1.515 -0.5962
C 3.570 4.505 -2.427 0.0134
O 2.224 3.457 -0.734 -0.0387
C 1.417 2.268 -0.827 -0.2095
C 2.351 1.292 -1.582 -0.1483
O 3.208 2.175 -2.320 -0.0246
C 1.876 0.062 -2.428 -0.4562
O 1.220 -0.764 -1.574 -0.6642
C 3.254 -0.603 -2.824 -0.1062
C 3.951 -0.422 -4.013 -0.0169
C 5.182 -1.037 -4.228 -0.1007
C 5.752 -1.839 -3.249 -0.1239
C 5.070 -2.021 -2.051 -0.0949
C 3.840 -1.412 -1.850 -0.0521
C 1.141 0.417 -3.737 -0.1101
C 0.202 -0.485 -4.234 -0.0401
C -0.425 -0.290 -5.456 -0.0886
C -0.115 0.814 -6.243 -0.1207
C 0.826 1.716 -5.771 -0.1103
C 1.441 1.522 -4.539 -0.0498
C -0.070 2.525 -1.292 -0.5282
O -0.646 1.353 -1.625 -0.4722
C -0.198 3.602 -2.412 -0.0983
C -0.909 3.238 -3.547 -0.0326
C -1.172 4.157 -4.556 -0.0965
C -0.726 5.466 -4.443 -0.1209
C -0.024 5.848 -3.302 -0.1053
C 0.226 4.926 -2.294 -0.0450
C -0.849 3.170 -0.085 -0.1616
C -2.243 3.106 -0.152 -0.0229
C -3.031 3.663 0.841 -0.0807
C -2.440 4.297 1.934 -0.1170
C -1.060 4.355 2.016 -0.0882
C -0.268 3.797 1.012 -0.0260
H 4.726 3.999 0.044 0.0850
H 5.494 2.927 -1.154 0.0866
H 4.403 2.263 0.081 0.0888
H 3.675 5.418 -1.839 0.0892
H 2.699 4.599 -3.076 0.0747
H 4.466 4.371 -3.038 0.0872
H 1.323 1.861 0.181 0.0275
H 2.956 0.806 -0.806 0.1427
H 3.529 0.197 -4.796 0.1040
H 5.696 -0.882 -5.170 0.0879
H 6.710 -2.317 -3.418 0.0832
H 5.495 -2.646 -1.273 0.0876
H 3.281 -1.562 -0.933 0.1119
H -0.065 -1.344 -3.632 0.0130
H -1.163 -1.011 -5.791 0.0927
H -0.602 0.969 -7.199 0.0837
H 1.074 2.599 -6.351 0.0966
H 2.154 2.255 -4.197 0.1093
H -1.229 2.202 -3.605 0.1104
H -1.719 3.842 -5.439 0.0927
H -0.922 6.185 -5.231 0.0818
H 0.320 6.870 -3.192 0.0884
H 0.743 5.242 -1.395 0.1125
H -2.682 2.598 -1.002 0.1154
H -4.111 3.598 0.774 0.0959
H -3.053 4.719 2.723 0.0969
H -0.586 4.817 2.876 0.1015
H 0.811 3.858 1.097 0.1138
C -1.361 -4.752 -1.715 -0.4508
Te -0.342 -2.838 -1.530 1.2980
C 1.257 -3.755 -2.594 -0.4067
H -0.827 -5.535 -1.171 -0.0166
H -1.424 -5.025 -2.769 -0.0179
H -2.364 -4.661 -1.301 -0.0437
H 0.933 -3.964 -3.614 0.0006
H 1.535 -4.692 -2.107 -0.0061
H 2.100 -3.072 -2.611 -0.0221
```

The frontier orbital gap is 5.199 eV. The energy above the lowest of the compared OMol25 structures with the same formula, charge and spin comes out at 0.574 eV. The LUMO energy comes out at 0.10716 Ha. Its total energy is -119937.5238 eV. The value obtained for the HOMO energy is -2.28 eV. The largest force on an atom comes out at 2.50 eV/A. The charge is -2.